{
  "formula": "C33H24ClIIrN6O2",
  "method": "ωB97M-V/def2-TZVPD",
  "energy_ha": -2612.73127,
  "multiplicity": 2,
  "s_squared": 0.7577,
  "homo_ev": [-13.3, -13.3],
  "charge": 2,
  "lumo_energy_ha": [-0.2275, -0.2713],
  "homo_lumo_gap_ev": [7.1, 5.9],
  "symbols": ["Ir", "C", "C", "N", "N", "C", "O", "C", "C", "C", "C", "C", "C", "C", "C", "C", "C", "C", "N", "H", "H", "H", "H", "H", "H", "H", "H", "H", "H", "H", "H", "C", "C", "C", "C", "N", "C", "C", "C", "C", "C", "C", "N", "H", "H", "H", "H", "H", "H", "H", "H", "Cl", "C", "C", "C", "I", "C", "O", "C", "N", "C", "C", "C", "C", "H", "H", "H", "H"],
  "positions_angstrom": [[-0.185, -0.115, -0.736], [3.198, -1.019, 2.298], [2.027, -0.987, 1.376], [1.568, 0.064, 0.820], [2.040, 1.300, 1.031], [1.039, 2.132, 0.836], [-0.110, 1.693, 0.433], [1.193, 3.563, 1.114], [2.360, 4.040, 1.712], [2.499, 5.393, 1.963], [1.478, 6.272, 1.625], [0.313, 5.801, 1.032], [0.168, 4.448, 0.777], [1.224, -2.175, 1.072], [1.523, -3.418, 1.602], [0.683, -4.491, 1.350], [-0.440, -4.279, 0.571], [-0.669, -3.017, 0.054], [0.137, -1.975, 0.287], [3.613, -0.021, 2.401], [3.969, -1.690, 1.915], [2.896, -1.385, 3.281], [3.146, 3.346, 1.974], [3.402, 5.765, 2.428], [1.589, 7.329, 1.827], [-0.480, 6.489, 0.774], [-0.737, 4.071, 0.321], [2.403, -3.533, 2.217], [0.901, -5.468, 1.758], [-1.136, -5.074, 0.349], [-1.529, -2.849, -0.572], [3.542, -1.021, -2.826], [3.513, -0.110, -3.867], [2.449, 0.771, -3.958], [1.451, 0.735, -3.000], [1.513, -0.127, -1.965], [2.520, -0.998, -1.898], [0.265, 1.610, -3.033], [0.036, 2.571, -4.003], [-1.100, 3.360, -3.922], [-1.973, 3.181, -2.861], [-1.690, 2.208, -1.926], [-0.607, 1.434, -2.025], [4.337, -1.745, -2.727], [4.300, -0.094, -4.609], [2.397, 1.474, -4.775], [2.500, -1.703, -1.082], [0.736, 2.708, -4.812], [-1.295, 4.110, -4.676], [-2.863, 3.784, -2.751], [-2.326, 2.045, -1.069], [-6.789, -1.602, -1.524], [-5.083, -1.477, -1.720], [-4.483, -1.975, -2.841], [-3.086, -1.895, -3.030], [-2.213, -2.687, -4.733], [-2.295, -1.297, -2.080], [-0.952, -1.219, -2.182], [-2.920, -0.771, -0.922], [-2.092, -0.175, -0.002], [-2.581, 0.321, 1.117], [-3.952, 0.261, 1.399], [-4.808, -0.310, 0.495], [-4.308, -0.853, -0.708], [-5.091, -2.448, -3.601], [-1.872, 0.790, 1.786], [-4.314, 0.675, 2.329], [-5.871, -0.352, 0.692]]
}

{
  "formula": "C33H24F3O3",
  "method": "ωB97M-V/def2-TZVPD",
  "energy_ha": -1797.28738,
  "homo_ev": -3.3,
  "charge": -1,
  "lumo_energy_ha": 0.0883,
  "homo_lumo_gap_ev": 5.7,
  "symbols": ["C", "O", "C", "C", "C", "C", "C", "O", "C", "C", "C", "C", "C", "C", "C", "F", "F", "F", "C", "C", "C", "C", "C", "C", "C", "C", "C", "C", "O", "C", "C", "C", "C", "C", "C", "C", "C", "C", "C", "H", "H", "H", "H", "H", "H", "H", "H", "H", "H", "H", "H", "H", "H", "H", "H", "H", "H", "H", "H", "H", "H", "H", "H"],
  "positions_angstrom": [[6.262, 1.543, 0.456], [5.902, 0.313, -0.202], [4.627, -0.146, -0.098], [4.194, -1.031, -1.109], [2.841, -1.181, -1.323], [1.913, -0.777, -0.358], [0.438, -1.137, -0.473], [0.145, -2.225, 0.349], [0.756, -3.427, 0.074], [1.299, -3.742, -1.171], [2.102, -4.874, -1.323], [2.198, -5.794, -0.280], [1.526, -5.559, 0.923], [0.872, -4.350, 1.130], [0.189, -4.027, 2.420], [0.107, -5.117, 3.238], [-1.094, -3.601, 2.205], [0.833, -3.049, 3.125], [-0.563, -0.018, -0.190], [-1.920, -0.341, -0.050], [-2.915, 0.607, -0.231], [-4.347, 0.279, -0.176], [-4.809, -0.835, 0.564], [-6.178, -1.095, 0.701], [-7.129, -0.288, 0.062], [-6.690, 0.793, -0.713], [-5.329, 1.062, -0.820], [-2.495, 1.980, -0.599], [-3.270, 2.761, -1.194], [-1.096, 2.360, -0.319], [-0.672, 3.765, -0.301], [0.519, 4.153, 0.366], [0.899, 5.498, 0.440], [0.128, 6.488, -0.182], [-1.032, 6.119, -0.877], [-1.419, 4.780, -0.926], [-0.181, 1.330, -0.206], [2.370, -0.103, 0.772], [3.708, 0.269, 0.888], [7.280, 1.734, 0.120], [5.599, 2.366, 0.151], [6.239, 1.420, 1.547], [4.925, -1.484, -1.768], [2.488, -1.649, -2.242], [0.238, -1.423, -1.523], [1.137, -3.091, -2.028], [2.614, -5.039, -2.268], [2.779, -6.705, -0.412], [1.500, -6.309, 1.708], [-2.197, -1.373, 0.173], [-4.083, -1.475, 1.070], [-6.494, -1.938, 1.317], [-8.194, -0.499, 0.165], [-7.406, 1.433, -1.226], [-5.006, 1.922, -1.392], [1.119, 3.385, 0.861], [1.800, 5.767, 0.995], [0.422, 7.535, -0.116], [-1.646, 6.871, -1.371], [-2.329, 4.501, -1.447], [0.880, 1.571, -0.147], [1.637, 0.182, 1.526], [4.008, 0.913, 1.711]]
}

{
  "formula": "C33H24F9N3O3Rh",
  "method": "ωB97M-V/def2-TZVPD",
  "energy_ha": -2671.22515,
  "multiplicity": 5,
  "s_squared": 6.1099,
  "homo_ev": [-2.7, -4.7],
  "charge": -1,
  "lumo_energy_ha": [0.0881, 0.0486],
  "homo_lumo_gap_ev": [5.1, 6.0],
  "symbols": ["Rh", "O", "C", "C", "C", "C", "C", "C", "C", "N", "C", "C", "N", "C", "C", "C", "C", "C", "C", "C", "O", "H", "H", "H", "H", "H", "H", "H", "H", "H", "H", "H", "H", "H", "H", "N", "C", "C", "C", "C", "C", "C", "C", "C", "C", "C", "C", "C", "C", "H", "H", "H", "H", "H", "H", "H", "H", "H", "H", "F", "C", "F", "F", "C", "O", "C", "F", "F", "F", "C", "F", "F", "F"],
  "positions_angstrom": [[0.721, 1.101, 0.661], [1.374, 0.903, -1.246], [2.328, 1.524, -1.829], [2.660, 1.146, -3.157], [3.581, 1.842, -3.892], [4.253, 2.947, -3.342], [4.015, 3.299, -2.042], [3.077, 2.605, -1.245], [2.970, 2.937, 0.125], [2.239, 2.319, 1.007], [2.329, 2.756, 2.395], [1.849, 1.601, 3.270], [0.630, 1.111, 2.668], [-0.182, 0.331, 3.298], [-1.467, 0.089, 2.779], [-2.358, -0.807, 3.356], [-3.679, -0.857, 2.967], [-4.151, 0.038, 1.972], [-3.319, 0.886, 1.333], [-1.840, 0.918, 1.557], [-1.332, 2.187, 1.532], [2.126, 0.299, -3.566], [3.796, 1.544, -4.911], [4.965, 3.502, -3.939], [4.549, 4.133, -1.599], [3.607, 3.752, 0.479], [1.673, 3.622, 2.550], [3.356, 3.047, 2.639], [1.668, 1.940, 4.295], [2.603, 0.805, 3.282], [0.089, -0.065, 4.279], [-1.997, -1.453, 4.149], [-4.373, -1.533, 3.448], [-5.207, 0.032, 1.733], [-3.687, 1.608, 0.618], [-1.068, 0.309, 0.400], [-1.703, -0.085, -0.734], [-2.661, -1.172, -0.626], [-2.417, -2.225, 0.268], [-3.332, -3.243, 0.433], [-4.547, -3.212, -0.247], [-4.806, -2.170, -1.130], [-3.870, -1.176, -1.341], [-1.469, 0.572, -2.005], [-1.476, -0.124, -3.224], [-1.137, 0.514, -4.403], [-0.816, 1.867, -4.407], [-0.866, 2.585, -3.218], [-1.181, 1.952, -2.033], [-1.482, -2.225, 0.811], [-3.107, -4.062, 1.105], [-5.281, -3.992, -0.090], [-5.753, -2.131, -1.655], [-4.080, -0.363, -2.024], [-1.711, -1.180, -3.224], [-1.094, -0.048, -5.329], [-0.518, 2.356, -5.326], [-0.628, 3.642, -3.219], [-1.214, 2.512, -1.104], [1.917, -3.088, 3.550], [2.672, -2.663, 2.520], [3.647, -3.583, 2.363], [3.286, -1.543, 2.942], [1.780, -2.374, 1.253], [0.995, -1.349, 1.472], [0.982, -3.701, 0.966], [0.426, -3.706, -0.251], [-0.009, -3.871, 1.853], [1.740, -4.823, 1.037], [2.743, -2.143, 0.040], [2.064, -1.831, -1.063], [3.516, -3.208, -0.279], [3.588, -1.128, 0.296]]
}

{
  "formula": "C33H25F5N4O5PtS3",
  "method": "ωB97M-V/def2-TZVPD",
  "energy_ha": -3681.03000,
  "homo_ev": [-2.5, -2.5],
  "charge": -2,
  "lumo_energy_ha": [0.1354, 0.1360],
  "homo_lumo_gap_ev": [6.2, 6.2],
  "symbols": ["Pt", "O", "C", "C", "C", "N", "C", "C", "C", "O", "O", "C", "O", "O", "H", "H", "H", "F", "C", "C", "C", "F", "C", "F", "C", "F", "C", "F", "C", "C", "C", "C", "C", "C", "C", "C", "C", "C", "C", "C", "N", "H", "H", "H", "H", "H", "H", "H", "H", "H", "H", "H", "H", "H", "H", "H", "H", "H", "S", "C", "S", "C", "N", "N", "C", "C", "C", "C", "C", "C", "S", "H", "H", "H", "H", "H"],
  "positions_angstrom": [[-0.494, -0.269, -0.750], [-5.951, -0.022, 2.246], [-4.814, -0.093, 1.492], [-4.718, 0.519, 0.256], [-3.538, 0.428, -0.460], [-2.473, -0.199, 0.052], [-2.589, -0.852, 1.216], [-3.742, -0.827, 1.971], [-1.407, -1.693, 1.692], [-1.536, -2.341, 2.723], [-0.363, -1.662, 0.951], [-3.509, 0.963, -1.913], [-4.534, 1.576, -2.261], [-2.534, 0.585, -2.586], [-6.587, 0.517, 1.766], [-5.529, 1.066, -0.209], [-3.771, -1.375, 2.901], [0.914, -0.473, -3.686], [1.818, -0.512, -2.693], [1.428, -0.413, -1.368], [2.463, -0.430, -0.446], [2.216, -0.331, 0.872], [3.794, -0.571, -0.799], [4.761, -0.587, 0.137], [4.136, -0.692, -2.131], [5.425, -0.823, -2.495], [3.139, -0.657, -3.084], [3.469, -0.755, -4.386], [0.008, 2.595, -2.794], [-1.007, 3.536, -2.156], [-0.372, 4.934, -2.047], [-1.586, 3.207, -0.783], [-2.748, 3.888, -0.432], [-3.222, 3.919, 0.867], [-2.445, 3.347, 1.865], [-1.286, 2.644, 1.574], [-0.376, 2.241, 2.723], [-0.307, 0.748, 3.019], [1.035, 2.811, 2.538], [-0.939, 2.429, 0.209], [0.061, 1.536, -0.097], [0.255, 2.978, -3.790], [-0.395, 1.596, -2.914], [0.931, 2.548, -2.211], [-1.864, 3.606, -2.834], [0.473, 4.905, -1.354], [-1.086, 5.673, -1.676], [-0.001, 5.264, -3.022], [-3.295, 4.395, -1.220], [-4.151, 4.424, 1.104], [-2.731, 3.459, 2.907], [-0.806, 2.728, 3.606], [0.166, 0.204, 2.203], [-1.300, 0.330, 3.190], [0.286, 0.571, 3.922], [1.531, 2.324, 1.698], [1.630, 2.641, 3.440], [1.000, 3.886, 2.342], [1.174, -7.306, -0.745], [0.798, -5.695, -0.995], [-0.695, -5.152, -1.695], [-0.204, -3.475, -1.520], [0.971, -3.361, -1.003], [1.508, -4.594, -0.692], [2.719, -4.516, 0.058], [3.791, -5.355, -0.200], [4.960, -5.195, 0.531], [5.056, -4.204, 1.498], [3.973, -3.370, 1.743], [2.796, -3.523, 1.029], [-1.244, -2.192, -2.010], [3.705, -6.118, -0.958], [5.804, -5.844, 0.332], [5.976, -4.077, 2.055], [4.040, -2.585, 2.485], [1.939, -2.881, 1.200]]
}